Record 1
C4H5NO3 | ωB97M-V/def2-TZVPD

The geometry in XYZ format:
```
13
Properties=species:S:1:pos:R:3:forces:R:3:nbo_charge:R:1
C 2.49034 -1.44557 0.18138 -0.60 -0.21 0.40 0.65
C 0.35104 -0.31274 0.15808 -0.13 -0.14 0.12 0.89
C -1.84112 0.42963 -0.57229 -0.41 -1.09 0.18 -0.25
C -1.15349 1.54761 0.08206 0.15 -0.45 1.05 -0.24
H 3.35777 -1.46551 -0.45944 0.44 0.18 -0.39 0.13
H -2.43055 0.55314 -1.51054 0.82 0.07 0.82 0.22
H -2.15543 -0.43115 0.05637 0.18 0.84 -0.42 0.22
H -0.94676 1.49775 1.17154 -0.56 0.12 -0.82 0.22
H -1.22464 2.51505 -0.36265 0.14 0.50 -0.15 0.21
N -0.35984 0.57474 -0.69490 0.12 -0.13 -0.52 -0.48
O 2.34839 -2.12748 1.13989 -0.08 0.21 -0.11 -0.50
O 1.60071 -0.53009 -0.35995 0.15 0.08 -0.28 -0.53
O -0.03640 -0.80537 1.17044 -0.21 0.03 0.12 -0.55
```
Forces are in eV/Å.

The HOMO-LUMO gap is 0.41009 hartree. Its highest occupied orbital energy is -10.21 eV. Its SMILES is O=COC(=O)N1CC1. As for the electronic energy: -11860.2308 eV.


Record 2
C15H23Cl2N5O2Pt | ωB97M-V/def2-TZVPD

The geometry in XYZ format:
```
48
Properties=species:S:1:pos:R:3:forces:R:3:nbo_charge:R:1
Pt -0.95583 0.95148 -0.21355 -0.05 0.06 0.00 1.14
Cl -1.30122 3.21209 -1.40972 0.02 -0.01 0.00 0.12
C -2.89248 3.45277 -0.61504 0.00 -0.03 0.01 -0.36
Cl -3.20891 2.03316 0.43911 0.02 0.00 -0.01 0.11
H -3.66145 3.49334 -1.37916 0.00 0.01 0.00 0.28
H -2.84352 4.34392 0.00094 -0.01 0.01 0.00 0.28
C -2.20778 -3.34061 -5.30132 0.00 0.00 0.00 -0.48
N -1.81711 -2.48965 -4.21298 0.00 -0.02 -0.02 0.01
C -2.62938 -1.45402 -3.62212 -0.01 0.04 0.02 -0.37
C -1.68015 -0.92515 -2.55838 -0.02 -0.04 -0.03 0.69
O -1.99942 0.00410 -1.80575 0.03 0.00 0.03 -0.63
N -0.51022 -1.58756 -2.56546 0.00 0.01 0.01 -0.49
C -0.56404 -2.50444 -3.51842 0.00 0.00 0.00 0.61
N 0.36809 -3.35042 -3.84230 0.00 0.00 -0.01 -0.65
H -3.20889 -3.08553 -5.63729 -0.01 0.00 0.00 0.29
H -2.17247 -4.39075 -4.97035 0.00 0.00 0.00 0.31
H -1.48745 -3.23111 -6.12648 0.00 0.00 0.00 0.31
H -3.55649 -1.87541 -3.21212 0.01 -0.01 0.00 0.32
H -2.90751 -0.70500 -4.37451 0.00 0.00 0.00 0.32
H 1.24755 -3.33933 -3.33441 0.00 0.01 0.00 0.47
H 0.27613 -4.03515 -4.58309 0.00 0.00 0.00 0.46
C -0.59531 2.82168 8.35944 0.09 0.03 0.02 -0.59
C 0.12384 3.45187 7.13629 -0.02 -0.03 -0.09 -0.26
N 0.61879 2.44596 6.21428 0.05 0.04 0.02 -0.05
C 1.71640 1.55760 6.55916 -0.09 -0.03 0.02 -0.26
C 1.17666 0.17797 7.00174 0.02 0.02 0.01 -0.60
C -0.19625 2.13001 5.04746 -0.11 -0.03 0.02 0.67
O -1.34773 1.88424 5.22001 -0.02 0.04 0.00 -0.40
C 0.44424 2.16669 3.69479 0.10 0.03 0.01 -0.20
C 1.67887 2.74999 3.43351 -0.01 0.03 -0.07 -0.06
C 2.13159 2.80496 2.12186 -0.01 0.00 0.00 -0.21
C 1.33857 2.28918 1.12005 -0.03 -0.01 0.02 0.09
N 0.13392 1.72723 1.37315 0.03 -0.01 -0.04 -0.53
C -0.30663 1.66703 2.63783 -0.01 -0.02 -0.03 0.11
H -0.94859 3.65719 8.96257 -0.01 -0.01 0.00 0.28
H 0.09700 2.23521 8.95873 -0.01 0.01 0.03 0.23
H -1.44070 2.21637 8.04503 -0.02 0.00 -0.03 0.24
H 0.99810 4.00705 7.48672 0.03 -0.01 0.03 0.27
H -0.54790 4.11626 6.59436 -0.01 -0.06 0.02 0.25
H 2.29645 2.03214 7.34747 0.00 0.01 0.02 0.27
H 2.33865 1.42830 5.66934 0.01 -0.03 0.08 0.24
H 0.53890 0.27102 7.87633 0.00 -0.01 0.00 0.25
H 2.03706 -0.43805 7.25882 0.01 0.00 -0.02 0.28
H 0.62016 -0.31310 6.20421 0.01 0.00 -0.02 0.22
H 2.28060 3.17723 4.22705 0.00 0.02 -0.04 0.26
H 3.08369 3.25247 1.87150 0.00 0.00 0.01 0.29
H 1.65728 2.32683 0.08643 0.00 0.00 0.00 0.24
H -1.27721 1.22361 2.81997 0.00 0.01 0.02 0.25
```
Forces are in eV/Å.

The HOMO-LUMO gap (spin up / spin down) is 0.35597 / 0.21756 hartree. Its highest occupied orbital energy (spin up / spin down) is -21.13 / -21.51 eV. Its total charge is +4. As for the multiplicity: 5. As for the electronic energy: -55720.5715 eV.


Quick rundown of energy relative to the best compared isomer or geometry (same formula, charge and spin), same order as above: 1.770; 0.000 eV